i | 50
Properties=species:S:1:pos:R:3 method="wB97M-V/def2-TZVPD" gap_ev=8.884 smiles="[H]/N=c1/[nH]cc(C(=O)N2C[C@H](C)[C@H](NC(=O)CCc3cccc(C)c3)C2)o1"
C -2.929 -4.003 -2.894
C -2.530 -4.776 -0.665
H 2.646 5.464 5.451
C -1.175 -0.573 0.002
H 0.499 3.121 2.764
H 0.356 0.186 -1.125
C -2.527 -6.082 -1.129
H -3.271 -1.650 -1.717
H 4.402 6.327 0.674
H 4.815 7.196 3.087
C -2.723 -6.347 -2.477
N 4.162 6.480 2.828
C 0.863 2.549 -0.193
O 2.607 4.945 3.034
H -2.380 -6.901 -0.435
N 1.508 3.253 0.907
C 0.821 1.192 1.801
N -0.250 0.364 -0.342
H -2.388 -4.573 0.391
C -2.699 -2.298 -1.050
C -2.732 -3.719 -1.547
H -0.841 -1.546 -1.903
H 2.179 2.581 2.803
H -3.594 -6.548 -5.007
C 3.357 5.846 3.749
C 3.912 5.984 1.566
H -3.726 -4.814 -5.316
C 0.024 1.493 0.518
H 2.564 0.104 2.474
H -3.099 -3.183 -3.586
O -1.860 -0.461 1.003
H 0.272 3.231 -0.803
H -2.727 -7.371 -2.831
O 2.594 4.581 -0.553
H 2.697 0.690 0.819
H -0.642 -2.550 -0.477
N 3.326 6.058 4.991
C 2.345 4.271 0.607
C -3.114 -5.583 -4.845
C 1.274 2.595 2.202
C 2.971 5.046 1.692
H 1.674 -0.705 1.187
C -1.268 -1.771 -0.924
H -0.938 1.916 0.813
H 1.616 2.098 -0.849
C -2.925 -5.308 -3.378
H -3.163 -2.236 -0.065
C 2.006 0.267 1.553
H -2.153 -5.603 -5.363
H 0.165 0.763 2.557

---

ii | 50
Properties=species:S:1:pos:R:3 method="wB97M-V/def2-TZVPD" gap_ev=8.864 smiles="[H]/N=c1/[nH]cc(C(=O)N2C[C@H](C)[C@H](NC(=O)CCc3cccc(C)c3)C2)o1"
H 2.926 -1.720 0.244
C 3.198 2.102 -0.930
H 1.576 1.998 -2.344
H 3.155 -0.186 2.792
H 2.165 0.226 -0.861
H 3.564 -1.893 2.991
C 2.213 2.744 -1.869
H -0.100 -1.291 -0.526
H -7.210 -0.037 -0.147
C -0.851 1.448 0.525
H 6.070 2.758 0.747
C -4.028 -1.360 -1.750
C -6.173 -0.741 -1.554
O -4.983 -0.840 -0.876
C 3.042 -1.180 2.358
C -1.493 0.370 1.399
H -0.588 1.056 -0.460
H -6.640 -1.246 -3.526
C -0.627 -0.886 1.557
H -3.278 0.542 0.155
C 3.898 0.184 0.396
H -1.743 0.792 2.374
C 3.014 0.794 -0.491
H -3.416 -0.650 1.449
C -0.821 -1.623 0.228
N 0.750 -0.611 1.883
N -5.921 -1.203 -2.828
O -1.955 -2.335 -2.122
C 4.308 2.802 -0.469
C 3.617 -1.203 0.913
H 4.541 -1.782 0.913
N -7.277 -0.316 -1.119
H 0.051 1.868 0.975
C -2.643 -1.669 -1.358
O 1.194 -2.701 2.633
H -1.546 2.275 0.378
H 2.723 3.304 -2.653
C -4.602 -1.587 -2.935
C 5.003 0.904 0.839
C 1.587 -1.591 2.330
H 1.171 0.234 1.532
H -0.720 -2.702 0.328
H 1.566 3.444 -1.336
C 5.205 2.205 0.405
H 5.707 0.444 1.523
H -4.157 -2.000 -3.821
H -1.038 -1.503 2.357
C -2.733 -0.210 0.719
N -2.177 -1.246 -0.162
H 4.476 3.819 -0.805

---

It is ii that is the least stable of them.

---

i | 14
Properties=species:S:1:pos:R:3 method="wB97M-V/def2-TZVPD" gap_ev=9.947 smiles="Cl[C@H]1[C@@H]2C=C[C@H]1[C@@H]2Cl"
H 2.242 -0.857 -1.257
Cl -2.042 1.659 -0.111
C -0.045 -0.247 -1.078
Cl -2.446 -1.316 0.010
H 2.096 -0.146 1.432
C 1.271 0.002 0.689
H -0.453 0.784 1.949
C -0.177 0.364 1.036
C 1.337 -0.274 -0.686
H -0.504 -1.863 0.544
C -0.423 1.189 -0.318
C -0.733 -0.894 0.239
H 0.270 2.078 -0.329
H -0.393 -0.480 -2.122

---

ii | 14
Properties=species:S:1:pos:R:3 method="wB97M-V/def2-TZVPD" gap_ev=9.953
C -1.367 0.472 -1.038
H 2.928 0.520 1.367
C -1.156 -0.767 -0.270
Cl -2.542 -1.730 -0.028
H -1.066 2.563 -1.165
C 1.765 0.238 1.113
Cl 2.506 -1.394 -0.898
H -0.463 1.582 0.385
C 0.009 -1.273 0.189
H 1.096 0.690 1.792
H -2.054 0.358 -1.849
H 0.002 -2.215 0.830
C 1.372 -0.670 0.134
C -1.030 1.626 -0.563

---

It is i that is the least stable of them.

---

i | 10
Properties=species:S:1:pos:R:3 method="wB97M-V/def2-TZVPD" gap_ev="8.980 / 7.005"
H 0.599 0.454 -1.909
C -1.542 -0.464 0.292
S 0.152 -0.688 0.412
O 0.699 -0.007 1.578
O 0.520 -2.044 0.150
C 0.899 0.418 -0.871
H -2.018 -1.048 -0.471
O 1.256 1.534 -0.332
H -1.895 0.526 0.498
H 1.330 1.320 0.654

---

ii | 10
Properties=species:S:1:pos:R:3 method="wB97M-V/def2-TZVPD" gap_ev="7.692 / 7.691"
S -1.725 0.011 0.077
H -0.292 -1.714 0.695
C -1.046 -1.476 -0.017
C 0.566 1.484 -0.176
O -1.610 0.701 1.324
O -0.174 0.731 -0.827
O -2.791 0.299 -0.818
H 0.153 2.172 0.562
H -1.128 -1.971 -0.956
H 1.650 1.403 -0.268

---

It is i that is the least stable of them.

---

i | 10
Properties=species:S:1:pos:R:3 method="wB97M-V/def2-TZVPD" gap_ev=8.838 smiles="O=C=CO.OS"
S -1.460 1.772 -0.686
O 0.607 -0.974 2.183
O -1.803 0.877 0.729
H -2.506 0.340 0.577
H 2.064 -0.066 -0.225
H -0.784 2.763 -0.237
O 0.795 -1.715 -1.183
H 1.031 -1.320 -2.020
C 0.839 -0.911 1.042
C 1.218 -0.767 -0.179

---

ii | 10
Properties=species:S:1:pos:R:3 method="wB97M-V/def2-TZVPD" gap_ev=9.575
O 0.014 -1.865 -1.134
H 0.847 0.968 -1.483
H -0.896 1.002 -1.781
H -0.269 1.487 -0.219
O 1.157 -0.597 0.779
O 0.840 -2.509 1.752
S -0.348 -0.824 -0.164
C -0.126 0.731 -1.044
H 1.210 -3.101 2.334
C 1.697 -1.405 1.621

---

It is i that is the least stable of them.

---

i | 6
Properties=species:S:1:pos:R:3 method="wB97M-V/def2-TZVPD" gap_ev=11.283
F -0.170 -0.560 -2.753
H 0.463 -0.114 0.207
H -0.366 0.201 -0.007
O 2.844 -2.288 -2.033
C 1.886 -1.699 -2.222
N 0.885 -1.079 -2.061

---

ii | 6
Properties=species:S:1:pos:R:3 method="wB97M-V/def2-TZVPD" gap_ev=11.347
C 0.097 -0.317 0.307
F 1.380 -0.266 -0.038
N -0.683 0.340 -0.653
H -0.138 0.886 -1.266
O -0.426 0.899 0.672
H -0.230 -1.541 0.979

---

It is i that is the least stable of them.

---

i | 21
Properties=species:S:1:pos:R:3 method="wB97M-V/def2-TZVPD" gap_ev=10.140 smiles=OCCCNCCS
H 1.036 -2.926 -1.084
H -3.521 3.440 1.619
H 1.901 -0.635 0.477
H -1.296 2.972 0.944
S -3.369 2.146 1.849
O 1.971 -2.218 -2.816
H 0.725 0.787 1.802
H 0.304 -1.526 0.818
C -1.521 2.106 1.533
C 0.804 -0.694 -1.229
H -1.536 -0.056 1.378
C 1.570 -2.043 -1.466
H -0.118 -0.889 -1.803
H -1.515 0.847 -0.183
C 0.751 -0.645 0.334
H 1.293 -2.587 -3.390
H 2.584 -1.991 -1.044
N 0.419 0.732 0.830
C -1.095 0.803 0.823
H 1.441 0.065 -1.746
H -0.829 2.311 2.352

---

ii | 21
Properties=species:S:1:pos:R:3 method="wB97M-V/def2-TZVPD" gap_ev=8.394
H -0.653 0.376 1.489
S 4.041 0.180 0.247
H 3.797 -1.651 0.772
H -2.255 -0.402 1.491
H 1.652 -1.483 0.560
H -0.878 -1.944 0.290
H -3.708 1.891 -0.597
H 0.343 0.218 -1.356
H 2.503 0.589 -1.521
H 2.816 -1.074 -1.502
C 1.412 -0.569 0.044
C -0.991 -0.960 -0.194
H -1.454 1.946 -0.208
H -2.134 2.155 1.217
H 1.341 0.327 0.764
C 2.629 -0.264 -0.783
C -2.103 1.317 0.425
C -1.460 0.021 0.839
N 0.277 -0.690 -0.877
H -1.758 -1.098 -0.966
O -3.416 1.114 -0.133

---

It is ii that is the least stable of them.

---

i | 21
Properties=species:S:1:pos:R:3 method="wB97M-V/def2-TZVPD" gap_ev=9.254 smiles=CCN[C@H](CO)CS
C 0.576 0.453 -1.254
H 2.281 1.590 -1.000
C -1.308 -1.561 0.112
C -0.124 -0.934 0.802
S 0.629 0.981 2.704
O -2.051 -0.713 -0.966
H 0.396 -1.765 1.395
H 1.813 -0.887 -0.339
H -2.366 -1.141 -1.792
H -0.554 0.306 -1.541
H -1.307 0.704 1.184
C -0.666 0.166 1.800
H 1.191 2.234 -2.168
C 1.202 1.823 -1.213
H -0.965 -0.240 2.696
N 1.049 -0.260 0.027
H -2.041 -1.651 0.855
H 0.927 -0.344 -2.138
H 0.698 2.594 -0.540
H 1.674 1.144 1.785
H -1.056 -2.500 -0.406

---

ii | 21
Properties=species:S:1:pos:R:3 method="wB97M-V/def2-TZVPD" gap_ev=4.785
N 2.452 0.494 -1.011
C 0.103 1.025 -0.724
C 1.139 -1.132 0.243
C -3.403 0.066 0.164
O 2.304 -1.495 1.010
H -1.085 0.269 0.974
H -3.024 0.984 -0.281
C 1.364 0.337 -0.034
H -0.323 1.937 1.206
H 1.849 0.703 0.884
C -0.372 1.040 0.588
H -0.445 0.489 -1.506
H -3.479 0.199 1.249
H -4.391 -0.187 -0.234
H 0.235 -1.319 0.828
H 2.204 0.061 -1.893
H 1.176 -1.705 -0.683
H 2.256 -2.447 1.156
H 0.408 2.006 -1.040
H 3.250 -0.027 -0.635
S -2.218 -1.296 -0.262

---

It is ii that is the least stable of them.

---

i | 10
Properties=species:S:1:pos:R:3 method="wB97M-V/def2-TZVPD" gap_ev=9.049 total_charge=+1
C -1.311 1.571 0.010
N 1.357 -0.822 1.384
C 1.637 -1.492 2.240
C -0.060 1.202 -0.096
C 0.103 0.135 -0.833
H 0.564 -0.921 -0.874
H -2.037 0.089 -1.322
H -1.035 1.595 -2.160
C -1.135 0.767 -1.371
H 1.918 -2.124 3.022

---

ii | 10
Properties=species:S:1:pos:R:3 method="wB97M-V/def2-TZVPD" gap_ev=8.038 total_charge=+1
C 0.695 0.674 -0.800
H -2.230 -0.208 2.697
N 0.275 -0.035 -3.138
H 0.373 -1.722 1.611
C -0.422 -1.011 1.762
H -0.021 0.162 -4.106
C 0.468 0.286 -2.044
H 1.255 1.444 1.205
C -1.260 -0.449 2.411
C 0.867 0.858 0.401

---

It is i that is the least stable of them.

---

i | 10
Properties=species:S:1:pos:R:3 method="wB97M-V/def2-TZVPD" gap_ev="7.663 / 7.662" total_charge=+1
H 0.943 1.593 -0.435
H -0.228 -2.205 0.901
C -0.241 -1.356 0.331
H 2.030 0.715 0.743
C -1.064 -0.389 -0.169
C -2.215 0.160 -0.295
C 1.493 0.641 -0.180
H 2.048 0.347 -1.059
N 0.377 -0.258 -0.072
C -3.142 0.752 0.234

---

ii | 10
Properties=species:S:1:pos:R:3 method="wB97M-V/def2-TZVPD" gap_ev=6.958 total_charge=+1
H 1.648 -0.626 -0.885
N 2.048 1.441 -0.298
H -3.235 0.180 -0.378
C 1.364 0.101 -0.011
C -2.585 -0.622 0.108
H 2.145 -0.399 0.695
C 2.959 2.137 -0.337
H -3.157 -1.394 0.686
C -1.249 -0.472 0.173
C 0.060 -0.346 0.247

---

It is i that is the least stable of them.

---

i | 23
Properties=species:S:1:pos:R:3 method="wB97M-V/def2-TZVPD" gap_ev=6.915 total_charge=-1
H 1.944 -2.529 -1.913
S 0.085 0.568 0.614
H -3.345 0.184 2.100
H 0.200 0.508 -3.376
H 0.657 -1.802 -0.925
C -2.362 2.089 2.137
H -2.910 0.773 0.497
H 2.629 -2.353 0.340
N 0.237 -0.194 -2.646
H 2.012 0.456 -1.650
N 2.647 -1.512 -0.230
H -1.582 -1.139 1.156
C 1.616 -0.406 -2.197
H -1.948 2.785 1.410
H 2.264 -0.538 -3.069
H -0.240 0.202 -1.823
H 2.279 -0.775 0.376
C -1.294 -0.149 1.540
H -3.297 2.515 2.511
H -1.017 -0.303 2.590
C 1.665 -1.658 -1.314
H -1.636 2.036 2.949
C -2.565 0.712 1.532

---

ii | 23
Properties=species:S:1:pos:R:3 method="wB97M-V/def2-TZVPD" gap_ev=6.462 total_charge=-1
C 1.446 2.440 -2.502
C -1.494 -2.915 1.746
H 0.041 0.729 -2.444
H 0.954 -1.822 2.026
H -0.726 -3.712 1.897
H -0.176 -0.696 2.728
C 0.182 -1.086 1.771
H 3.317 2.541 -1.680
H -2.353 -3.359 1.224
H -1.399 0.164 0.344
C 0.785 1.240 -1.734
H 2.150 3.040 -0.705
H -2.678 -0.577 1.494
H 1.586 0.475 -1.508
H -1.819 -2.616 2.767
S 0.025 1.842 -0.218
H 1.733 2.093 -3.503
H 0.609 -0.314 1.131
N -0.863 -1.807 1.035
H -2.522 -1.205 -0.185
N 2.493 3.139 -1.685
H 0.645 3.192 -2.653
C -1.936 -0.786 0.653

---

It is ii that is the least stable of them.

---

i | 10
Properties=species:S:1:pos:R:3 method="wB97M-V/def2-TZVPD" gap_ev=10.005 smiles="FC1=CC1.C#N"
C -0.103 -1.951 2.180
H -0.414 0.758 0.404
H 0.117 -2.254 3.183
C -0.261 0.809 -0.660
N -0.436 -1.667 1.146
C -0.620 -0.128 -1.816
H -1.425 -0.644 -2.367
C 0.549 -0.174 -1.282
F 1.801 -0.628 -1.128
H 0.100 1.797 -0.859

---

ii | 10
Properties=species:S:1:pos:R:3 method="wB97M-V/def2-TZVPD" gap_ev=10.807
C -0.192 -0.411 -0.001
H -2.085 -0.053 0.882
C 0.975 0.235 0.001
N 3.237 -0.966 0.000
H -1.422 1.333 -0.006
C -1.521 0.251 0.000
H -0.167 -1.491 -0.001
H -2.091 -0.062 -0.875
C 2.230 -0.420 0.000
F 1.036 1.586 0.000

---

iii | 10
Properties=species:S:1:pos:R:3 method="wB97M-V/def2-TZVPD" gap_ev=11.179
H 1.099 1.975 0.944
C 0.798 1.436 -0.045
C -0.268 -0.830 -0.171
F 2.007 -0.700 0.132
H -0.102 -1.908 -0.120
H 1.427 1.599 -0.909
C 0.700 -0.012 -0.013
N -2.593 0.166 0.171
H -0.166 1.897 -0.350
C -1.591 -0.332 -0.096

---

It is i that is the least stable of them.

---

i | 16
Properties=species:S:1:pos:R:3 method="wB97M-V/def2-TZVPD" gap_ev=8.297 total_charge=+1
C 0.065 -0.195 0.411
N 0.904 -1.188 0.831
H 3.475 -1.913 -3.177
H -2.328 2.319 1.669
H -0.137 1.355 -0.918
H -2.054 -0.045 2.631
N -2.671 1.533 1.208
H 2.913 0.174 -3.162
H -2.915 1.827 0.288
H 1.130 0.414 -1.365
H 1.734 -1.319 0.400
C -2.450 0.291 1.539
H -2.675 -0.544 1.002
H 0.699 -1.955 1.348
N 0.520 0.664 -0.540
S 2.745 -1.067 -2.480

---

ii | 16
Properties=species:S:1:pos:R:3 method="wB97M-V/def2-TZVPD" gap_ev=9.982 total_charge=+1
N 0.416 -1.333 -0.939
C 2.971 0.334 0.368
H 3.774 0.837 0.834
H -2.166 0.410 -1.369
H -1.514 -0.625 -2.544
H 0.455 -1.806 -1.838
C -0.527 -0.539 -0.719
H -0.605 -0.163 0.243
H -4.235 1.346 1.751
H 2.726 -1.230 1.560
S -3.039 1.729 1.436
H -2.687 1.892 2.656
H 2.720 0.968 -0.466
H 1.088 -1.359 -0.024
N 2.368 -0.750 0.707
N -1.448 -0.176 -1.566

---

It is i that is the least stable of them.

---

i | 23
Properties=species:S:1:pos:R:3 method="wB97M-V/def2-TZVPD" gap_ev="12.091 / 6.709" multiplicity=2 total_charge=+1
H 2.335 -2.214 0.249
H -2.372 -0.128 -2.094
C 2.072 -1.406 0.858
C -0.944 -0.955 0.624
N -0.020 0.149 0.345
H -2.811 -1.564 -0.502
H -1.588 -0.818 1.381
H -1.333 -2.382 -0.824
H -0.321 -1.744 0.979
H 0.156 2.976 1.757
H 0.010 1.173 -1.544
H 1.156 2.528 0.781
H 2.979 -1.095 1.314
C -1.659 -1.435 -0.640
H 1.498 -1.706 1.650
C -0.699 0.768 -0.883
C -1.432 -0.409 -1.673
H -1.436 1.491 -0.448
O 0.891 3.289 1.128
H 2.063 0.470 -0.247
C 1.337 -0.350 -0.018
H -0.748 -0.756 -2.522
H 1.367 -0.863 -0.979

---

ii | 23
Properties=species:S:1:pos:R:3 method="wB97M-V/def2-TZVPD" gap_ev="10.247 / 5.044" multiplicity=2 total_charge=+1
H -1.670 -0.027 -2.103
H 0.945 -0.584 0.397
H 0.209 0.722 0.369
H 1.170 1.295 -2.311
H -0.971 2.892 0.210
H 1.576 2.121 -1.124
H 2.702 -1.202 1.176
H 1.320 -0.437 2.007
N -0.361 -2.566 1.816
C 1.006 -2.370 1.669
H -2.206 2.457 -0.956
C -0.367 0.990 -0.645
C 1.577 -1.055 1.202
H -2.244 1.780 0.426
H 0.444 2.728 -2.022
H -0.719 -3.484 2.193
H -1.195 -0.885 -0.505
C -1.480 2.038 -0.220
H -0.985 -1.961 1.175
C 0.715 1.787 -1.555
O 1.773 -3.175 2.110
C -0.906 -0.211 -1.274
H -0.334 -0.850 -2.032

---

It is ii that is the least stable of them.